a | Computed, not measured: a structure of composition C5H9N3, with ωB97M-V/def2-TZVPD.

Each line ends with the natural charge from an NBO analysis.
Element x y z (Å)
C: 1.94929 2.34628 -0.51268  0.04
C: 0.89501 1.37704 -0.65091  -0.33
C: 0.12837 0.52449 0.07356  0.01
C: -2.16855 -2.31811 0.00823  -0.27
C: -0.86853 -2.86675 0.06422  -0.26
H: 1.29621 4.03330 0.73268  0.33
H: 1.21410 2.69307 1.38955  0.36
H: 2.32301 2.80440 -1.50090  0.22
H: 0.97556 1.05488 -1.64329  0.22
H: -0.20236 0.46441 1.26780  0.18
H: -2.59799 -2.43625 1.07572  0.23
H: -2.58495 -2.09738 -0.90832  0.22
H: -0.45387 -3.05708 -0.98267  0.20
H: -0.48446 -3.56600 0.80347  0.21
N: 2.07512 2.97142 0.81920  -0.80
N: -0.47535 -0.52268 -0.46940  -0.26
N: -1.02060 -1.40503 0.43374  -0.30

Output
HOMO level   -8.2 eV
Total charge   0
2S+1   1
Gap between HOMO and LUMO   8.01 eV

---

b | Computed, not measured: an isolated molecule of C5H9N3, with ωB97M-V/def2-TZVPD.

Each line ends with the natural charge from an NBO analysis.
Element x y z (Å)
N: 0.44010 -0.51570 1.51579  -0.90
C: 0.48660 0.51009 0.34662  0.03
C: -0.23754 1.46136 -0.08451  -0.26
N: -1.75082 0.81528 0.11921  -0.48
C: -1.85946 -0.47920 -0.05762  0.22
N: -0.87487 -1.35450 -0.46250  -0.66
C: 0.14044 -0.47564 -0.89155  -0.06
C: 1.64580 -0.10847 -0.60759  -0.43
H: -0.41421 0.06623 2.02208  0.41
H: 1.48203 -0.50772 1.99215  0.40
H: -0.34136 2.49231 0.44393  0.19
H: 0.20079 1.68032 -1.30474  0.23
H: -2.80611 -0.78817 -0.05766  0.18
H: -0.27364 -2.09256 0.35704  0.44
H: -0.03377 -0.12586 -1.93016  0.21
H: 2.04273 -1.06882 -0.04768  0.23
H: 2.15327 0.49106 -1.35281  0.24

Output
HOMO level   -7.9 eV
Total charge   0
SMILES string   N[C@]12CN=CN[C@@H]1C2
2S+1   1
Gap between HOMO and LUMO   8.57 eV

---

So which one is most stable? That would be a, about 0.0677 hartree below the next structure.

---

a | Computed, not measured: an isolated molecule of C5H9N3, with ωB97M-V/def2-TZVPD.

Each line ends with the natural charge from an NBO analysis.
Element x y z (Å)
C: -0.99270 1.68479 -0.47267  -0.23
N: -1.28721 0.90928 0.62481  -0.56
C: -0.97997 -0.42624 0.58344  0.24
N: -1.46120 -1.11538 -0.55283  -0.84
N: 1.05200 -1.81679 0.53984  -0.82
C: 0.48889 -0.51359 0.77756  -0.12
C: 1.11808 0.62621 -0.24045  -0.09
C: 2.18380 0.96492 -0.72875  -0.31
H: -0.98041 1.34167 1.48680  0.39
H: -2.42108 -0.88209 -0.77235  0.38
H: -1.34344 -2.11427 -0.44384  0.39
H: 1.03015 -2.01860 -0.45494  0.37
H: 2.02425 -1.83600 0.82214  0.37
H: -1.04433 2.75729 -0.33839  0.19
H: -1.25769 1.29947 -1.44337  0.19
H: 0.77550 -0.16136 1.77049  0.22
H: 3.09534 1.30069 -1.15749  0.23

Output
HOMO level (alpha / beta)   -6.9 / -6.3 eV
Total charge   0
2S+1   1
Gap between HOMO and LUMO (alpha / beta)   7.65 / 7.23 eV

---

b | Computed, not measured: an isolated molecule of C5H9N3, with ωB97M-V/def2-TZVPD.

Each line ends with the natural charge from an NBO analysis.
Element x y z (Å)
H: -2.40251 1.74234 -0.82781  0.33
N: -1.58814 1.59501 -0.22051  -0.61
C: -0.78434 0.71719 -0.71213  0.31
C: -1.02377 0.04430 -2.03779  -0.71
C: 0.76461 0.64593 -0.01063  -0.22
N: 0.62461 -0.49670 0.86278  -0.49
C: 1.63356 -0.68710 1.91662  -0.39
C: -0.60181 -1.08113 0.86170  0.41
N: -1.45461 -1.85664 1.05355  -0.37
H: -1.54993 0.71530 -2.72169  0.23
H: -1.63503 -0.84775 -1.88176  0.25
H: -0.08223 -0.26157 -2.50096  0.22
H: 1.03803 1.55441 0.53190  0.21
H: 1.39212 0.43372 -0.87707  0.19
H: 1.17755 -0.50883 2.89355  0.21
H: 2.47215 0.00185 1.78528  0.21
H: 2.01971 -1.71029 1.88494  0.21

Output
HOMO level   -9.2 eV
Total charge   0
SMILES string   [H]/N=C(\C)CN(C)C#N
2S+1   1
Gap between HOMO and LUMO   9.79 eV

---

c | Computed, not measured: a structure of composition C5H9N3, with ωB97M-V/def2-TZVPD.

Each line ends with the natural charge from an NBO analysis.
Element x y z (Å)
C: 1.51773 0.75370 0.52639  -0.22
C: 0.33738 -0.05114 0.55549  -0.17
C: -1.71135 -0.57337 -0.27428  0.01
C: -0.90072 0.62763 -0.09680  -0.03
C: -1.37248 1.96072 -0.07562  -0.36
H: 2.67359 1.12691 -1.40964  0.40
H: 2.53362 -1.15340 -0.55370  0.41
H: 2.39187 0.69663 1.50296  0.19
H: 1.12235 1.89774 0.59116  0.22
H: 0.06911 -0.47300 1.65174  0.20
H: 1.03402 -2.14882 0.50622  0.38
H: -2.78368 -0.55695 -0.71779  0.21
H: -2.54605 1.92369 -0.43997  0.21
H: -0.88484 2.69120 0.24989  0.17
N: 2.10766 0.09384 -0.83034  -0.93
N: 0.34110 -1.37830 0.04396  -0.47
N: -1.13925 -1.61686 0.04467  -0.22

Output
HOMO level   -8.1 eV
Total charge   0
2S+1   1
Gap between HOMO and LUMO   8.21 eV

---

d | Computed, not measured: a structure of composition C5H9N3, with ωB97M-V/def2-TZVPD.

Each line ends with the natural charge from an NBO analysis.
Element x y z (Å)
C: -2.13570 -0.37366 -0.32345  -0.65
C: -0.69620 -0.13873 0.15079  0.07
C: -0.15580 1.27625 0.17511  -0.26
C: 1.45483 -0.25370 -0.30452  0.48
C: 0.14659 -1.23224 0.85767  -0.28
H: -2.22483 -1.43773 -0.00379  0.23
H: -1.89352 -0.39444 -1.55434  0.23
H: -2.99130 0.43657 -0.22772  0.25
H: -0.49569 1.88379 1.11780  0.21
H: -0.83408 1.83713 -0.69093  0.19
H: 1.46759 1.81006 -0.88876  0.39
H: 3.39572 0.09387 -0.08604  0.34
H: 1.03168 -0.70182 1.32805  0.25
H: -0.33685 -2.14382 1.26135  0.24
N: 1.27013 1.11191 0.18819  -0.63
N: 2.69861 -0.74758 -0.27884  -0.70
N: 0.29882 -1.02585 -0.72058  -0.38

Output
HOMO level   -9.2 eV
Total charge   0
2S+1   1
Gap between HOMO and LUMO   9.62 eV

---

So which one is most stable? That would be b, about 0.1318 hartree below the next structure.

---

a | Computed, not measured: a cluster of 2 separate species, C11H15NS in total, with ωB97M-V/def2-TZVPD.

Each line ends with the natural charge from an NBO analysis.
Element x y z (Å)
C: -1.89280 1.32422 -0.32012  -0.63
C: -0.64633 0.74060 -0.88116  -0.08
C: -0.53179 -0.10220 -1.94182  -0.04
N: 0.80560 -0.19408 -2.33964  -0.56
C: 1.53605 0.57728 -1.44467  0.21
C: 2.91503 0.82022 -1.49299  -0.25
C: 3.45226 1.59552 -0.47897  -0.22
C: 2.60102 2.13147 0.51249  -0.23
C: 1.23903 1.88703 0.55555  -0.20
C: 0.68590 1.16538 -0.50628  -0.12
H: -1.89357 2.41689 -0.38252  0.22
H: -1.96486 1.19195 0.77116  0.21
H: -2.81751 0.88523 -0.68749  0.23
H: -1.22503 -0.74931 -2.45451  0.21
H: 1.16601 -1.02726 -2.78758  0.41
H: 3.58075 0.46343 -2.26709  0.22
H: 4.51959 1.68273 -0.33500  0.21
H: 2.96623 2.79315 1.28991  0.21
H: 0.65109 2.34220 1.33946  0.21
C: -0.60230 -2.47973 0.67708  -0.73
S: -2.38428 -2.84397 0.85384  0.16
C: -2.80596 -1.95375 2.36794  -0.74
H: -0.32171 -1.99338 1.60813  0.22
H: 0.00998 -3.36901 0.49673  0.22
H: -0.33288 -1.87742 -0.18358  0.22
H: -3.04347 -2.66719 3.15704  0.22
H: -3.74473 -1.40191 2.32573  0.22
H: -1.92134 -1.35809 2.54835  0.22

Output
HOMO level   -7.9 eV
Total charge   0
SMILES string   Cc1c[nH]c2ccccc12.CSC
2S+1   1
Gap between HOMO and LUMO   8.75 eV

---

b | Computed, not measured: an isolated molecule of C11H15NS, with ωB97M-V/def2-TZVPD.

Each line ends with the natural charge from an NBO analysis.
Element x y z (Å)
C: -2.99383 1.49856 0.03234  -0.20
C: -3.69524 0.34201 0.24282  -0.27
C: -1.68378 1.56514 -0.18384  -0.25
C: -2.89797 -0.85379 0.12865  -0.18
C: -0.82498 0.39429 -0.19788  0.19
C: -1.56308 -0.79591 -0.16648  -0.29
C: 0.73930 -1.93291 0.08891  0.00
C: 0.88570 -1.67639 1.55854  -0.69
C: 1.99728 -2.28231 -0.70043  -0.69
C: 2.35397 2.07347 -0.03916  -0.62
C: 1.16680 1.50272 -0.86444  -0.23
N: 0.44790 0.51074 -0.22332  -0.47
S: -0.76414 -2.32364 -0.44628  0.45
H: -3.61844 2.35434 0.20185  0.21
H: -4.67763 0.41686 0.55804  0.21
H: -1.15317 2.44973 -0.22584  0.20
H: -3.43316 -1.86568 0.05095  0.22
H: 0.09094 -1.97736 2.12951  0.22
H: 1.14401 -0.58571 1.81873  0.26
H: 1.73650 -2.25988 1.81540  0.22
H: 1.94621 -3.38815 -0.99502  0.25
H: 2.75477 -1.78503 -0.13572  0.24
H: 2.00423 -1.57154 -1.70945  0.24
H: 2.78333 2.93539 -0.62498  0.21
H: 2.01573 2.59940 0.98399  0.22
H: 3.20923 1.37648 0.00980  0.21
H: 0.56509 2.28514 -1.23059  0.18
H: 1.46446 0.99401 -1.87611  0.19

Output
HOMO level (alpha / beta)   -6.9 / -7.0 eV
Total charge   0
2S+1   1
Gap between HOMO and LUMO (alpha / beta)   6.15 / 6.62 eV

---

So which one is most stable? That would be a, about 0.1523 hartree below the next structure.

---

a | Computed, not measured: a structure of composition C6H7FO, with ωB97M-V/def2-TZVPD.

Each line ends with the natural charge from an NBO analysis.
Element x y z (Å)
C: 1.61668 -1.31388 -0.06801  -0.63
C: 0.55655 -0.28255 0.20546  0.17
C: -0.07485 0.04341 1.58114  -0.39
C: -0.32659 1.34261 0.77600  0.06
C: -1.32230 0.88833 -0.31867  -0.34
C: -0.70549 -0.21235 -0.68696  0.41
H: 2.00462 -1.19938 -1.06117  0.23
H: 2.42308 -1.23382 0.64154  0.23
H: 1.20665 -2.33352 0.03134  0.22
H: -0.95305 -0.54064 1.90681  0.20
H: 0.67345 0.18577 2.37231  0.21
H: -0.44027 2.34111 1.21940  0.21
H: -2.24193 1.36390 -0.65874  0.24
O: 0.97873 1.11190 0.13764  -0.51
F: -0.99626 -1.14133 -1.60960  -0.31

Output
HOMO level   -9.3 eV
Total charge   0
2S+1   1
Gap between HOMO and LUMO   10.35 eV

---

b | Computed, not measured: an isolated molecule of C6H7FO, with ωB97M-V/def2-TZVPD.

Each line ends with the natural charge from an NBO analysis.
Element x y z (Å)
O: 1.10152 -0.70083 1.40318  -0.69
C: 1.07875 -0.20808 0.16255  -0.03
C: 0.50560 -1.09231 -0.79650  -0.20
C: -0.80713 -0.96970 -1.33817  -0.16
C: -1.67052 -0.23970 -0.27824  -0.26
C: -1.13477 0.64557 0.52460  -0.21
C: 0.30817 0.99776 0.21119  0.16
F: 0.70610 1.80844 1.33706  -0.41
H: 1.54689 -0.10204 1.99002  0.48
H: 2.09128 0.09174 -0.07927  0.17
H: 1.25549 -1.31702 -1.58495  0.21
H: -1.22253 -1.29968 -2.42942  0.25
H: -2.70960 -0.73082 -0.08175  0.22
H: -1.37882 1.25477 1.53270  0.26
H: 0.32958 1.86190 -0.57301  0.21

Output
HOMO level   -9.2 eV
Total charge   0
SMILES string   O[C@H]1C=CC=C[C@H]1F
2S+1   1
Gap between HOMO and LUMO   9.42 eV

---

c | Computed, not measured: an isolated molecule of C6H7FO, with ωB97M-V/def2-TZVPD.

Each line ends with the natural charge from an NBO analysis.
Element x y z (Å)
C: 1.19839 1.85721 -1.37782  -0.36
C: 0.29785 1.11485 -0.75265  -0.24
C: 0.47125 -0.07848 0.14917  0.17
F: 1.83834 -0.30010 0.47828  -0.34
C: -0.55538 -0.16596 1.20570  -0.45
C: -0.91305 -1.64561 0.93907  -0.51
C: -0.10325 -1.34674 -0.42326  0.59
O: -0.02962 -1.67081 -1.57372  -0.47
H: 2.26573 1.60925 -1.35826  0.22
H: 0.71312 2.92830 -1.78585  0.21
H: -0.74738 1.54847 -0.90174  0.21
H: -0.48791 -0.02384 2.36534  0.25
H: -1.40738 0.57131 0.79668  0.24
H: -2.06569 -1.90196 0.68730  0.23
H: -0.47502 -2.49589 1.55176  0.25

Output
HOMO level   -9.6 eV
Total charge   0
SMILES string   C=C[C@@]1(F)CCC1=O
2S+1   1
Gap between HOMO and LUMO   10.02 eV

---

So which one is most stable? That would be a, about 0.0300 hartree below the next structure.